Model P:
# BF4H22O11

A 12-piece molecular cluster, BF4H22O11 overall (ωB97M-V with the def2-TZVPD basis set, the OMol25 dataset).

Cartesian coordinates (Å):
B -10.17 2.95 -10.64
F -8.86 2.67 -10.32
F -10.78 3.92 -9.87
F -10.07 3.34 -12.02
F -10.75 1.70 -10.71
O -5.36 7.85 -7.49
H -5.90 7.62 -8.25
H -5.42 8.80 -7.44
O -11.10 9.82 -12.45
H -10.61 9.07 -12.12
H -11.95 9.75 -12.03
O -2.17 2.01 -10.47
H -1.73 2.82 -10.70
H -3.10 2.24 -10.41
O -11.24 5.03 -17.23
H -11.80 5.32 -16.50
H -11.10 4.10 -17.06
O -10.64 6.40 -5.26
H -11.15 5.77 -4.75
H -10.48 5.97 -6.09
O -7.82 0.82 -5.60
H -8.37 0.99 -6.37
H -8.23 1.33 -4.90
O -7.81 -0.36 -13.51
H -8.38 0.16 -12.95
H -6.96 -0.36 -13.07
O -15.01 -0.92 -13.97
H -14.88 -1.84 -14.22
H -14.17 -0.66 -13.59
O -5.47 7.29 -12.39
H -5.58 6.65 -13.09
H -4.54 7.23 -12.16
O -10.50 0.18 -17.46
H -10.04 -0.04 -16.65
H -11.15 -0.51 -17.56
O -15.08 2.50 -5.49
H -15.91 2.97 -5.57
H -14.60 2.73 -6.29

Output
Net charge: -1
Gap between HOMO and LUMO (eV): 9.9
M (g mol⁻¹): 284.97

***

Model Q:
# BF4H22O11

BF4H22O11 as an isolated structure (ωB97M-V with the def2-TZVPD basis set, the OMol25 dataset).

Cartesian coordinates (Å):
B 0.04 0.36 0.40
F -1.11 1.06 0.47
F 0.61 0.80 -0.73
F 0.78 0.65 1.56
F -0.13 -1.00 0.28
O -1.63 -2.05 -0.67
H -2.58 -2.03 -0.81
H -1.32 -1.19 -0.96
O -1.26 1.85 -2.21
H -0.54 1.66 -1.61
H -1.70 2.61 -1.83
O 0.05 2.94 0.77
H 0.72 2.40 1.18
H -0.67 2.34 0.59
O -1.89 -0.20 -1.02
H -1.66 -0.20 -1.94
H -1.25 0.38 -0.61
O -1.78 0.78 2.29
H -1.71 -0.15 2.53
H -1.25 0.86 1.49
O 1.56 -0.21 -2.18
H 1.87 -1.11 -2.03
H 1.40 0.13 -1.30
O 0.16 -2.77 -1.09
H 0.30 -1.83 -1.08
H -0.56 -2.92 -0.48
O 2.41 0.07 0.00
H 2.40 -0.20 0.92
H 1.52 0.36 -0.18
O 0.23 -2.48 1.41
H 0.23 -1.69 0.88
H 0.93 -3.02 1.03
O 1.61 -1.39 2.58
H 0.87 -1.94 2.33
H 1.31 -0.50 2.46
O 0.89 2.52 -1.14
H 0.44 3.29 -0.80
H 0.68 1.82 -0.52

Output
Net charge: -1
Gap between HOMO and LUMO (eV): 8.4
M (g mol⁻¹): 284.97

***

The energy of each structure relative to the most stable one, in kJ/mol, is as follows: model P 0.0; model Q 2688.8.